{"formula": "C23H35MoN2O4S", "method": "wB97M-V/def2-TZVPD", "symbols": ["Mo", "C", "O", "C", "C", "O", "C", "C", "O", "C", "H", "H", "H", "H", "H", "H", "H", "H", "H", "H", "H", "H", "H", "H", "O", "N", "C", "C", "C", "C", "C", "S", "H", "H", "H", "H", "C", "C", "C", "C", "C", "C", "C", "C", "C", "C", "C", "C", "N", "H", "H", "H", "H", "H", "H", "H", "H", "H", "H", "H", "H", "H", "H", "H", "H", "H"], "xyz": [[0.446, 0.054, -0.130], [2.204, -4.435, -1.135], [1.413, -3.799, -0.159], [2.097, -3.435, 1.016], [3.239, -2.463, 0.832], [2.781, -1.162, 0.482], [3.868, -0.288, 0.246], [3.320, 1.111, 0.101], [2.254, 1.136, -0.843], [2.674, 1.121, -2.210], [2.811, -5.239, -0.698], [2.859, -3.730, -1.656], [1.520, -4.864, -1.866], [2.514, -4.330, 1.502], [1.347, -2.992, 1.671], [3.940, -2.817, 0.066], [3.790, -2.403, 1.779], [4.409, -0.606, -0.655], [4.573, -0.312, 1.086], [4.111, 1.802, -0.207], [2.884, 1.449, 1.040], [3.404, 1.916, -2.374], [1.786, 1.299, -2.809], [3.101, 0.152, -2.476], [-0.458, -1.669, 0.518], [-1.075, -2.481, -0.372], [-1.949, -3.366, 0.144], [-2.570, -4.285, -0.652], [-2.269, -4.291, -2.020], [-1.377, -3.379, -2.519], [-0.752, -2.437, -1.683], [0.355, -1.248, -2.233], [-2.095, -3.268, 1.209], [-3.273, -4.979, -0.217], [-2.740, -5.008, -2.679], [-1.125, -3.350, -3.570], [-2.163, 1.727, -2.400], [-1.730, 3.063, -1.795], [-0.261, 3.385, -2.079], [-2.073, 3.177, -0.321], [-2.987, 4.158, 0.047], [-3.368, 4.346, 1.363], [-2.819, 3.532, 2.338], [-1.900, 2.536, 2.029], [-1.374, 1.694, 3.181], [0.137, 1.810, 3.396], [-1.824, 0.233, 3.099], [-1.518, 2.350, 0.681], [-0.590, 1.363, 0.379], [-1.974, 1.719, -3.477], [-3.232, 1.565, -2.241], [-1.620, 0.893, -1.958], [-2.320, 3.839, -2.293], [0.395, 2.700, -1.546], [-0.023, 4.401, -1.758], [-0.057, 3.309, -3.150], [-3.409, 4.789, -0.728], [-4.081, 5.116, 1.626], [-3.108, 3.667, 3.375], [-1.844, 2.116, 4.075], [0.683, 1.326, 2.586], [0.416, 1.329, 4.338], [0.444, 2.857, 3.444], [-1.392, -0.268, 2.235], [-2.912, 0.170, 3.027], [-1.513, -0.304, 4.000]], "e_tot_ha": -1774.15912, "homo_energy_ev": [-5.60, -5.91], "lumo_ev": [0.524, 0.518], "de_lowest_kcal_mol": 4.3, "spin_multiplicity": 2, "s2": 0.7583}